Record 1
DFT (ωB97M-V/def2-TZVPD) results for C28H32N5O3PV as an isolated structure.

The geometry in XYZ format:
```
70
Properties=species:S:1:pos:R:3
V -0.579 -0.333 -1.050
C 1.541 2.215 0.950
N 1.844 1.038 0.002
C 2.383 -0.173 0.725
C 1.646 -0.568 1.977
C 2.327 -0.605 3.185
C 1.632 -0.970 4.329
C 0.282 -1.258 4.223
C -0.309 -1.200 2.969
N 0.356 -0.884 1.861
C 2.596 1.229 -1.262
C 2.314 0.113 -2.273
C 3.321 -0.096 -3.203
C 3.151 -1.023 -4.216
C 1.974 -1.746 -4.268
C 1.023 -1.511 -3.296
N 1.161 -0.599 -2.321
C -1.176 1.841 1.091
C -1.678 2.483 2.201
C -2.933 2.123 2.676
C -3.653 1.158 1.997
C -3.081 0.563 0.884
N -1.860 0.870 0.436
H 2.151 3.089 0.738
H 1.661 1.873 1.974
H 3.410 0.094 0.974
H 2.411 -0.991 0.007
H 3.378 -0.344 3.236
H 2.134 -1.015 5.286
H -0.304 -1.530 5.090
H -1.363 -1.423 2.841
H 3.667 1.257 -1.061
H 2.278 2.187 -1.674
H 4.238 0.477 -3.139
H 3.933 -1.181 -4.948
H 1.792 -2.482 -5.039
H 0.095 -2.072 -3.289
H -1.106 3.265 2.685
H -3.346 2.604 3.553
H -4.645 0.864 2.311
H -3.613 -0.202 0.336
N 0.461 1.047 -0.387
C 0.101 2.221 0.368
C -0.163 3.480 -0.457
C -0.641 3.398 -1.757
C -0.917 4.555 -2.475
C -0.719 5.798 -1.894
C -0.243 5.885 -0.592
C 0.033 4.729 0.123
H -0.798 2.432 -2.221
H -1.289 4.483 -3.489
H -0.933 6.699 -2.454
H -0.086 6.853 -0.135
H 0.404 4.814 1.141
C -2.388 -4.645 -1.842
O -1.836 -3.311 -1.729
P -1.391 -2.608 -0.366
O -0.434 -3.665 0.363
C 0.872 -3.944 -0.162
O -2.616 -2.617 0.637
C -3.044 -3.748 1.436
H -1.924 -5.312 -1.117
H -2.176 -4.991 -2.848
H -3.463 -4.600 -1.687
H 0.832 -4.817 -0.809
H 1.526 -4.144 0.682
H 1.257 -3.092 -0.730
H -2.253 -4.033 2.124
H -3.305 -4.591 0.801
H -3.922 -3.414 1.979
```

Kohn-Sham gap (spin up / spin down)   8.3 / 8.6 eV
Spin multiplicity   4
E_tot   -78111.7060 eV
Charge   +2
Expectation value of S²   3.762
Maximum force   0.751 eV/Å
Relative energy (zero: lowest compared OMol25 entry of this formula, charge and spin)   3.556 eV
HOMO level (spin up / spin down)   -0.4967 / -0.5131 Eh



Record 2
DFT (ωB97M-V/def2-TZVPD) results for C22H20N2O3S2ScSe2Te2 as an isolated structure at a distorted geometry.

The geometry in XYZ format:
```
54
Properties=species:S:1:pos:R:3
Sc 0.489 -0.178 -1.412
Se 0.465 -3.497 -1.962
Te 0.435 -5.663 -0.798
Te 3.580 -4.286 0.869
Se 2.444 -2.134 -0.075
O -2.859 2.309 3.239
C -3.413 2.565 2.059
O -4.066 3.581 1.952
C -3.250 1.660 0.889
C -2.902 0.310 0.974
C -2.533 -0.358 -0.200
C -2.400 0.346 -1.398
C -2.959 1.628 -1.502
C -3.330 2.325 -0.381
N -1.444 -0.107 -2.334
C -1.503 -0.106 -3.641
C -0.294 -0.420 -4.288
C -0.214 -0.596 -5.696
C 1.000 -0.875 -6.326
C 2.126 -1.113 -5.523
C 2.028 -0.956 -4.165
N 0.854 -0.578 -3.549
H -2.238 1.572 3.300
H -2.865 -0.266 1.920
H -2.249 -1.414 -0.168
H -2.949 2.123 -2.463
H -3.647 3.354 -0.433
H -2.431 0.112 -4.187
H -1.102 -0.528 -6.312
H 1.016 -0.985 -7.394
H 3.074 -1.399 -5.965
H 2.860 -1.158 -3.510
C 0.042 4.486 1.330
O 0.459 3.607 0.197
C 0.789 2.328 0.591
S 0.352 1.548 2.007
S 1.904 1.674 -0.595
H 0.190 5.497 0.940
H 0.677 4.270 2.200
H -1.014 4.292 1.559
C 1.060 -2.355 1.426
C 1.604 -1.945 2.744
C 2.695 -1.075 2.857
C 3.123 -0.659 4.125
C 2.479 -1.113 5.286
C 1.342 -1.894 5.162
C 0.895 -2.279 3.901
H 0.207 -1.718 1.089
H 0.784 -3.410 1.440
H 3.224 -0.773 1.965
H 3.945 0.046 4.206
H 2.834 -0.801 6.257
H 0.768 -2.240 6.006
H -0.083 -2.751 3.787
```

Kohn-Sham gap (spin up / spin down)   4.0 / 4.0 eV
E_tot   -219913.1805 eV
Charge   -1
Maximum force   4.772 eV/Å
Relative energy (zero: lowest compared OMol25 entry of this formula, charge and spin)   2.676 eV
HOMO level (spin up / spin down)   -0.1145 / -0.1144 Eh



Record 3
DFT (ωB97M-V/def2-TZVPD) results for a single C12H19N3O3S molecule.

The geometry in XYZ format:
```
38
Properties=species:S:1:pos:R:3
C 0.381 -2.725 2.509
C 0.372 -2.859 1.193
C 1.591 -3.170 0.385
C -0.887 -2.640 0.389
N -0.906 -1.281 -0.115
C -0.667 -0.945 -1.397
S -0.570 -2.097 -2.591
N -0.526 0.378 -1.696
C -0.343 0.801 -3.066
C 0.583 2.009 -3.109
N -0.021 3.073 -2.342
C -0.703 2.825 -1.210
O -1.333 3.663 -0.607
C -0.549 1.399 -0.667
C 0.754 1.373 0.180
C 0.512 1.641 1.651
O 1.146 2.401 2.325
O -0.488 0.879 2.122
C -0.799 1.032 3.502
H 1.282 -2.847 3.087
H -0.516 -2.508 3.065
H 1.521 -4.184 -0.007
H 2.496 -3.089 0.981
H 1.661 -2.502 -0.472
H -0.923 -3.313 -0.470
H -1.775 -2.791 1.009
H -0.888 -0.577 0.608
H -1.312 1.068 -3.509
H 0.075 -0.038 -3.628
H 1.563 1.744 -2.694
H 0.721 2.338 -4.139
H -0.079 4.005 -2.721
H -1.415 1.243 -0.011
H 1.213 0.384 0.101
H 1.474 2.112 -0.178
H -0.986 2.083 3.729
H -1.691 0.437 3.680
H 0.031 0.677 4.114
```

Kohn-Sham gap   8.8 eV
E_tot   -34200.8654 eV
Charge   0
Maximum force   0.869 eV/Å
Relative energy (zero: lowest compared OMol25 entry of this formula, charge and spin)   0.113 eV
HOMO level   -0.3002 Eh



Record 4
DFT (ωB97M-V/def2-TZVPD) results for C15H19NO8S as an isolated structure at a distorted geometry.

The geometry in XYZ format:
```
44
Properties=species:S:1:pos:R:3
C -2.983 -3.680 0.347
H -3.330 -3.237 1.148
O -1.547 -3.153 0.048
C -1.418 -1.955 -0.205
C -2.445 -1.140 -0.340
C -2.266 0.305 -0.373
C -0.981 0.643 -0.500
C 0.083 -0.157 -0.789
C -0.187 -1.504 -0.521
O 1.002 -2.349 -0.430
C 0.824 -3.512 -0.539
H 0.167 -3.898 -1.517
H 1.933 -4.214 -0.835
H 0.508 -4.093 0.382
S 1.776 0.283 -1.173
O 1.713 1.713 -1.041
O 2.324 -0.608 -2.099
N 2.572 -0.211 0.384
H 3.560 -0.571 0.096
C 2.435 0.635 1.646
C 3.640 1.430 1.804
C 3.947 2.492 0.923
C 4.838 1.777 -0.262
O 5.727 1.018 0.115
O 4.453 2.038 -1.816
H 3.608 2.183 -1.644
H 3.188 2.692 0.354
H 4.773 3.326 1.127
H 3.377 1.955 2.917
H 4.575 0.744 2.165
H 2.254 0.003 2.296
H 1.564 1.208 1.252
H -0.591 1.835 -0.850
C -3.269 1.275 -0.452
C -4.590 1.154 -0.204
C -5.492 2.515 -0.197
O -6.689 2.172 -0.208
O -5.004 3.539 -0.234
H -5.724 4.230 -0.488
H -5.109 0.385 0.102
H -2.825 2.331 -0.478
H -3.626 -1.188 0.241
H -3.062 -4.800 0.434
H -3.703 -3.611 -0.587
```

Kohn-Sham gap   8.0 eV
E_tot   -44553.6236 eV
Charge   0
Maximum force   19.490 eV/Å
Relative energy (zero: lowest compared OMol25 entry of this formula, charge and spin)   14.513 eV
HOMO level   -0.3160 Eh



Record 5
DFT (ωB97M-V/def2-TZVPD) results for a 5-piece molecular cluster, C43H48N6O8 overall.

The geometry in XYZ format:
```
105
Properties=species:S:1:pos:R:3
C 3.511 -2.525 -2.262
C 4.217 -1.516 -3.173
C 3.285 -0.795 -4.159
C 1.940 -0.325 -3.565
C 1.695 1.206 -3.701
C 0.434 1.537 -4.515
C -0.832 1.625 -3.673
C -0.838 2.848 -2.754
C -2.219 3.239 -2.206
C -3.097 2.076 -1.728
C -4.621 2.383 -1.917
C -5.285 1.221 -2.603
C -5.361 1.212 -4.021
C -5.928 0.165 -4.710
C -6.443 -0.957 -4.010
N -6.965 -1.998 -4.722
C -7.376 -2.987 -3.979
C -7.332 -2.993 -2.566
N -6.855 -1.999 -1.872
C -6.377 -0.950 -2.604
C -5.809 0.150 -1.913
H 4.213 -3.205 -1.807
H 2.711 -3.036 -2.795
H 3.031 -1.977 -1.451
H 4.953 -2.066 -3.763
H 4.788 -0.798 -2.584
H 3.810 0.098 -4.497
H 3.133 -1.428 -5.031
H 1.849 -0.564 -2.511
H 1.134 -0.795 -4.125
H 2.536 1.694 -4.192
H 1.629 1.633 -2.702
H 0.337 0.830 -5.339
H 0.599 2.517 -4.972
H -0.919 0.733 -3.045
H -1.714 1.612 -4.318
H -0.104 2.728 -1.960
H -0.488 3.692 -3.355
H -2.723 3.855 -2.949
H -2.044 3.889 -1.353
H -2.926 1.921 -0.663
H -2.877 1.136 -2.225
H -5.057 2.573 -0.940
H -4.730 3.245 -2.570
H -4.956 2.040 -4.589
H -5.981 0.193 -5.787
H -7.776 -3.858 -4.483
H -7.708 -3.854 -2.030
H -5.797 0.122 -0.833
O 4.795 -3.072 0.369
N 4.055 -2.561 1.184
O 2.842 -2.656 1.157
C 4.659 -1.773 2.267
C 6.034 -1.620 2.298
C 6.597 -0.860 3.308
C 5.787 -0.270 4.269
C 4.410 -0.443 4.227
C 3.837 -1.199 3.218
H 6.658 -2.082 1.548
H 7.669 -0.726 3.346
H 6.232 0.327 5.055
H 3.783 0.014 4.979
H 2.767 -1.335 3.179
O 6.905 -2.367 6.429
N 6.160 -1.859 7.242
O 4.949 -1.948 7.218
C 6.768 -1.072 8.327
C 8.142 -0.920 8.358
C 8.708 -0.162 9.370
C 7.900 0.428 10.333
C 6.522 0.257 10.290
C 5.947 -0.498 9.280
H 8.765 -1.382 7.607
H 9.780 -0.029 9.406
H 8.345 1.024 11.119
H 5.895 0.715 11.042
H 4.877 -0.632 9.241
O -3.268 6.777 0.515
N -3.670 6.574 -0.612
O -3.010 6.079 -1.503
C -5.059 6.948 -0.923
C -5.831 7.542 0.059
C -7.132 7.908 -0.245
C -7.643 7.675 -1.515
C -6.855 7.070 -2.485
C -5.552 6.702 -2.191
H -5.429 7.720 1.045
H -7.747 8.379 0.509
H -8.658 7.967 -1.750
H -7.255 6.886 -3.473
H -4.934 6.233 -2.942
O -3.495 -6.738 0.067
N -2.469 -7.387 0.052
O -2.420 -8.597 -0.045
C -1.196 -6.658 0.162
C -1.220 -5.283 0.308
C -0.018 -4.603 0.432
C 1.183 -5.298 0.405
C 1.186 -6.679 0.248
C -0.010 -7.368 0.126
H -2.156 -4.746 0.328
H -0.017 -3.528 0.551
H 2.114 -4.761 0.504
H 2.122 -7.219 0.223
H -0.013 -8.441 0.007
```

Kohn-Sham gap   8.0 eV
E_tot   -70679.3037 eV
Charge   0
Maximum force   0.989 eV/Å
HOMO level   -0.3215 Eh



Record 6
DFT (ωB97M-V/def2-TZVPD) results for C28H35Br3Cl2F3KN4O6 as an isolated structure at a distorted geometry.

The geometry in XYZ format:
```
82
Properties=species:S:1:pos:R:3
C -3.206 3.748 -3.095
C -3.203 2.087 -2.965
C -4.581 1.334 -3.414
C -4.772 -0.296 -3.369
C -3.473 -1.169 -2.883
C -2.115 -0.364 -2.437
C -1.858 1.235 -2.405
C -0.673 2.199 -1.984
C 0.739 1.669 -1.256
C 0.874 2.839 -0.065
C 2.224 3.084 0.726
N 1.898 3.889 2.002
C 0.514 0.290 -0.398
O 1.037 0.292 1.003
C -0.042 0.102 1.980
C -0.556 -1.479 2.102
C 0.717 -2.442 2.531
O -1.510 -1.496 3.237
O 1.101 -0.926 -0.976
C 2.536 -0.701 -1.085
Cl 3.178 -2.229 -2.008
C 3.013 0.619 -1.882
Br 4.678 1.518 -1.109
N 1.905 1.644 -2.242
N 2.652 2.780 -2.362
C 2.115 3.881 -2.902
O 1.398 4.959 -3.328
C 1.535 1.079 -3.635
O 2.160 1.462 -4.787
N 0.659 -0.123 -3.890
C -0.089 0.235 -5.193
O -0.143 -0.609 -6.260
F -0.764 1.556 -5.415
H -3.290 4.279 -2.054
H -4.081 4.039 -3.841
H -2.198 4.003 -3.678
H -5.501 1.985 -3.795
H -5.797 -0.788 -3.672
H -3.516 -2.357 -2.839
H -1.204 -1.023 -2.107
H -0.441 2.871 -2.949
H -1.235 2.999 -1.284
H 0.596 3.885 -0.576
H -0.048 2.630 0.665
H 2.955 3.778 0.100
H 2.849 2.166 1.095
H 2.138 4.896 1.879
H 0.873 3.872 2.201
H -0.650 0.112 -0.185
H 0.437 0.341 3.047
H -0.917 0.867 1.848
H -1.083 -1.852 1.108
H 0.550 -3.572 2.210
H 0.902 -2.382 3.709
H 1.739 -2.092 2.044
H -1.361 -2.333 3.766
H 3.141 -0.747 -0.064
H 3.500 0.198 -2.894
H 1.223 -0.960 -4.164
Br 0.683 -3.229 -5.454
C 1.073 -5.136 -5.341
C 1.893 -5.455 -4.112
Br 3.761 -4.952 -4.359
H 1.566 -5.417 -6.276
H 0.095 -5.623 -5.290
H 1.911 -6.534 -3.930
H 1.541 -4.945 -3.211
F -4.454 -3.569 -2.514
Cl -2.755 -1.713 4.557
F 1.272 -0.909 6.503
C 0.373 -0.866 7.496
C -0.978 -1.005 7.201
C -1.914 -0.966 8.235
C -1.488 -0.778 9.552
C -0.129 -0.634 9.837
C 0.807 -0.684 8.804
H -1.291 -1.143 6.171
H -2.973 -1.082 8.015
H -2.219 -0.743 10.357
H 0.199 -0.483 10.862
H 1.868 -0.583 9.009
K 3.633 0.968 2.082
```

Kohn-Sham gap   1.6 eV
E_tot   -307467.1885 eV
Charge   0
Maximum force   11.381 eV/Å
HOMO level   -0.2019 Eh



Record 7
DFT (ωB97M-V/def2-TZVPD) results for C21H56FO7Zn as an isolated structure at a distorted geometry.

The geometry in XYZ format:
```
86
Properties=species:S:1:pos:R:3
Zn -1.221 0.168 -1.824
F 0.085 0.602 -0.404
C 4.232 1.795 1.635
C 3.554 0.901 0.645
C 4.571 -0.077 0.091
O 2.465 0.220 1.253
H 5.148 2.210 1.217
H 4.444 1.116 2.461
H 3.517 2.555 1.952
H 3.138 1.479 -0.180
H 5.573 0.333 -0.033
H 4.163 -0.325 -0.889
H 4.665 -1.048 0.578
H 1.706 0.433 0.705
C -1.273 4.423 -2.746
C -1.310 3.380 -1.663
C -2.194 3.836 -0.454
O -1.780 2.222 -2.195
H -0.440 4.214 -3.417
H -0.997 5.382 -2.309
H -2.261 4.437 -3.207
H -0.301 3.275 -1.264
H -3.134 4.258 -0.809
H -1.783 4.556 0.254
H -2.418 2.976 0.176
H -2.638 2.437 -2.570
C 1.071 -2.995 -2.122
C -0.495 -2.966 -2.039
C -1.150 -4.165 -1.312
O -0.780 -1.767 -1.456
H 1.491 -3.929 -2.497
H 1.484 -2.806 -1.131
H 1.390 -2.187 -2.781
H -0.801 -2.918 -3.084
H -2.237 -4.204 -1.373
H -1.000 -3.879 -0.270
H -0.708 -5.151 -1.451
H -0.460 -1.706 -0.553
C 2.118 1.423 -2.895
C 1.220 1.014 -4.047
C 1.988 0.009 -4.974
O 0.080 0.374 -3.509
H 2.518 0.535 -2.405
H 1.583 2.032 -2.166
H 2.927 1.988 -3.357
H 0.936 1.905 -4.606
H 2.969 0.419 -5.214
H 1.460 -0.095 -5.922
H 2.234 -0.972 -4.568
H -0.359 0.083 -4.311
C 1.577 -3.686 2.251
C 0.109 -3.275 2.129
C -0.477 -2.920 3.557
O -0.166 -2.179 1.302
H 1.626 -4.552 2.911
H 2.126 -2.878 2.736
H 1.947 -3.976 1.268
H -0.421 -4.164 1.787
H -1.524 -2.626 3.624
H -0.006 -2.007 3.918
H -0.291 -3.654 4.342
H 0.322 -1.469 1.725
C -4.029 -1.497 0.772
C -4.074 -0.384 -0.300
C -4.918 0.789 0.059
O -2.667 0.047 -0.286
H -4.882 -1.760 1.397
H -3.363 -1.063 1.517
H -3.565 -2.416 0.413
H -4.286 -0.773 -1.296
H -4.614 1.085 1.063
H -5.986 0.633 0.216
H -4.768 1.642 -0.602
H -2.583 0.716 0.398
C -0.468 1.011 5.136
C 0.036 0.859 3.649
C 0.476 2.128 2.974
O 1.175 0.009 3.660
H -0.761 0.038 5.531
H -1.453 1.472 5.074
H 0.228 1.541 5.787
H -0.786 0.373 3.123
H 1.527 2.290 3.216
H -0.198 2.935 3.262
H 0.516 1.919 1.905
H 1.633 -0.008 2.816
```

Kohn-Sham gap (spin up / spin down)   4.2 / 10.2 eV
Spin multiplicity   2
E_tot   -88151.4418 eV
Charge   0
Expectation value of S²   0.751
Maximum force   3.773 eV/Å
HOMO level (spin up / spin down)   -0.1350 / -0.3561 Eh



Record 8
DFT (ωB97M-V/def2-TZVPD) results for an isolated ion of composition C3H4N3O2 and charge +1 at a distorted geometry.

The geometry in XYZ format:
```
12
Properties=species:S:1:pos:R:3
H 1.323 -1.358 1.991
N 0.308 -1.008 1.851
N 0.144 -0.288 0.894
C 1.062 0.112 -0.062
C 0.247 0.487 -1.306
O 0.584 0.505 -2.447
N -1.120 0.458 -0.904
C -1.379 0.072 0.331
O -2.352 -0.201 0.875
H 1.852 -0.511 -0.061
H 1.344 1.188 0.291
H -2.014 0.544 -1.454
```

Kohn-Sham gap   9.5 eV
E_tot   -11731.2928 eV
Charge   +1
Maximum force   5.985 eV/Å
Relative energy (zero: lowest compared OMol25 entry of this formula, charge and spin)   3.101 eV
HOMO level   -0.5908 Eh